Entry from the Open Molecules 2025 dataset: C46H35CuFN6O4P as an isolated structure (ωB97M-V/def2-TZVPD).

Results
- Gap between HOMO and LUMO (alpha / beta): 6.20 / 6.99 eV
- Multiplicity: 2
- Net charge: -1

```
94
Properties=species:S:1:pos:R:3:forces:R:3
Cu -0.361063 -0.086197 0.156485 -0.21 -0.88 0.19
C -4.931463 5.532103 0.359685 0.27 0.01 0.04
C -3.886863 5.581503 1.476085 -0.64 0.55 -0.01
C -4.597963 5.711503 2.822685 0.33 0.13 0.03
C -3.576463 5.796103 3.943685 -0.12 -0.03 -0.06
C -2.690363 4.585603 3.887485 0.11 0.06 0.71
C -2.093263 4.109403 5.048585 -0.20 0.10 -0.62
C -1.273063 2.996903 4.990585 0.19 -0.31 -0.12
F -0.700963 2.564303 6.140285 -0.12 0.06 -0.25
C -1.026763 2.341203 3.810385 -0.12 0.21 0.20
C -1.616663 2.808203 2.626685 -0.07 0.48 0.75
C -1.262063 2.157803 1.380785 0.81 -0.48 -0.02
O -0.439063 1.193703 1.415785 -1.32 3.37 1.67
C -1.831063 2.738903 0.212485 0.12 -0.35 -0.26
C -2.669563 3.806003 0.317485 0.04 0.00 0.52
N -3.033963 4.394503 1.487085 0.26 -0.36 -0.55
C -2.464863 3.939703 2.665585 0.44 -0.62 0.09
C -1.469863 2.271303 -1.188615 0.54 -0.47 -0.32
O -1.894063 2.923703 -2.132315 -0.45 0.55 -0.25
O -0.712663 1.248903 -1.297015 -0.22 0.48 0.30
H -5.679163 6.303603 0.534285 0.01 0.05 0.02
H -5.428363 4.565003 0.354485 -0.08 -0.10 -0.02
H -4.498263 5.707903 -0.620415 -0.02 -0.02 -0.10
H -3.248063 6.466603 1.328085 -0.08 -0.13 0.07
H -5.228963 4.833603 2.973285 -0.11 -0.02 -0.03
H -5.233863 6.598303 2.816585 0.01 -0.05 -0.11
H -4.072363 5.853603 4.914185 0.06 0.00 0.00
H -2.972463 6.702603 3.830685 -0.05 0.02 0.00
H -2.261263 4.604603 5.992385 -0.03 0.05 0.11
H -0.375763 1.484703 3.761585 0.11 -0.17 0.01
H -3.054163 4.226903 -0.596815 -0.01 -0.01 -0.09
C 5.007937 2.062803 0.946685 0.02 0.06 -0.05
C 4.969237 1.161403 2.000485 0.13 0.13 0.05
C 3.861537 0.364903 2.191985 -0.33 -0.10 -0.19
C 2.775437 0.462703 1.314085 1.77 0.90 0.27
C 2.824437 1.366103 0.247185 -0.28 -0.29 0.40
C 3.934037 2.162503 0.072385 0.23 0.17 0.01
N 1.663337 -0.324497 1.413685 -2.05 -1.69 1.93
N 1.419737 -0.869997 2.544785 2.12 1.60 -1.76
C 0.243837 -1.574297 2.588785 -2.15 -0.97 0.06
C 0.049137 -2.454797 3.660185 0.47 0.38 -0.18
C -1.140763 -3.138097 3.781685 -0.12 -0.24 0.18
C -2.143463 -2.960997 2.839485 -0.18 0.09 -0.22
C -1.955563 -2.096997 1.761985 -0.03 -0.46 0.59
C -0.780763 -1.388097 1.641385 0.66 0.66 -0.41
H 5.879437 2.685803 0.802585 0.07 0.02 -0.03
H 5.810837 1.084003 2.675485 0.06 -0.02 0.01
H 3.808137 -0.355297 2.994485 0.04 -0.03 0.05
H 1.968637 1.423603 -0.408815 -0.05 0.01 -0.16
H 3.975137 2.858203 -0.753815 -0.02 0.04 -0.05
H 0.855737 -2.585997 4.365685 0.08 -0.06 0.21
H -1.292463 -3.812397 4.614085 0.00 -0.05 0.03
H -3.081563 -3.488597 2.943985 -0.09 -0.12 0.06
H -2.739163 -1.989597 1.023785 -0.09 0.01 -0.09
O -0.367963 -1.452597 -1.002815 -0.15 -0.92 -1.04
P 0.635337 -2.145897 -1.873515 -0.12 -1.79 -1.54
C 1.477437 -3.634797 -1.173215 -0.01 0.23 -0.19
C 1.259137 -3.917997 0.168785 -0.18 0.13 -0.07
C 1.888737 -4.993197 0.771885 -0.04 -0.05 0.09
C 2.746937 -5.799197 0.040685 0.02 -0.04 0.06
C 2.988337 -5.503997 -1.291115 0.09 -0.12 0.01
C 2.367537 -4.421897 -1.891515 -0.09 0.04 -0.11
C 1.299037 -1.301297 -3.372915 0.14 -0.17 0.20
C 1.868937 -1.997397 -4.428715 -0.09 -0.16 0.06
C 2.474537 -1.310597 -5.468215 0.08 0.01 -0.12
C 2.467237 0.073503 -5.482315 0.02 -0.02 -0.12
C 1.824337 0.768103 -4.470015 0.08 0.08 0.01
C 1.263737 0.087003 -3.405215 -0.05 0.00 0.03
C -0.645663 -3.105197 -2.878615 0.32 0.27 0.23
C -1.309863 -2.379697 -3.860915 -0.12 0.03 -0.11
C -2.258463 -2.973597 -4.669315 -0.11 0.04 -0.10
C -2.585463 -4.306697 -4.479615 -0.11 -0.11 -0.01
C -1.974763 -5.023497 -3.465615 -0.12 -0.20 -0.05
C -1.009063 -4.426897 -2.670915 0.14 0.02 0.07
H 0.610237 -3.266297 0.735785 -0.11 -0.06 0.10
H 1.707237 -5.197297 1.819285 -0.01 0.01 0.04
H 3.238737 -6.639997 0.513485 0.01 -0.02 -0.02
H 3.668537 -6.118197 -1.865215 0.07 0.01 -0.04
H 2.605837 -4.178697 -2.915415 -0.01 -0.07 -0.12
H 1.830237 -3.078997 -4.454415 0.01 0.00 -0.02
H 2.950837 -1.855397 -6.271815 0.03 -0.06 -0.02
H 2.958837 0.608703 -6.283215 -0.02 0.03 -0.07
H 1.783637 1.847603 -4.501315 -0.03 0.09 0.04
H 0.772737 0.618303 -2.602315 0.00 0.12 -0.03
H -1.068963 -1.333197 -3.989615 -0.06 0.04 -0.12
H -2.736963 -2.404997 -5.455715 -0.06 0.06 -0.01
H -3.323763 -4.781097 -5.111515 -0.05 -0.04 -0.05
H -2.243163 -6.058597 -3.299515 -0.02 -0.07 0.01
H -0.529863 -4.995797 -1.885115 0.01 -0.09 0.00
N 6.374137 -2.177197 -2.669215 0.52 -0.25 -0.41
C 5.500537 -1.798497 -2.017315 0.30 -0.23 -0.49
N 4.601437 -1.337197 -1.220415 0.70 0.52 0.94
C 3.363937 -1.354497 -1.226915 -1.72 0.12 0.33
N 2.197637 -1.287797 -1.070815 1.04 0.43 0.04
```
Forces are in eV/Å.

Results of the Mulliken charge analysis, in e, for atoms 1 through 2: atom 1 (Cu): -0.532, atom 2 (C): -1.766

Entry from the Open Molecules 2025 dataset: C46H35F5N2O5PbS5 as an isolated structure (ωB97M-V/def2-TZVPD).

Results
- Gap between HOMO and LUMO: 4.76 eV
- Net charge: -2

```
99
Properties=species:S:1:pos:R:3:forces:R:3
Pb -2.766559 -1.954598 0.351041 0.51 0.92 -1.55
C 3.941034 3.866529 -5.103096 -0.04 0.04 0.10
C 3.109127 2.945544 -4.256057 0.14 -0.09 0.02
C 3.709077 1.966947 -3.472063 0.02 0.11 -0.10
C 2.945790 1.096016 -2.713580 -0.09 -0.13 -0.04
C 1.569385 1.218443 -2.714717 0.06 -0.46 0.11
C 0.957041 2.204200 -3.466903 -0.16 -0.09 0.06
C 1.722739 3.055907 -4.239628 0.00 -0.04 0.07
S 0.517278 -0.022296 -1.860073 0.74 1.38 -0.18
O -0.716044 -0.040567 -2.642340 -0.91 -0.32 -0.61
C 0.166116 1.113162 -0.485558 0.40 -0.16 0.29
C -1.089235 1.725288 -0.477333 -0.33 0.15 -0.05
C -1.416236 2.594863 0.524363 0.15 -0.06 -0.09
C -0.511231 2.839277 1.579547 0.30 -0.14 -0.10
C -0.839200 3.688839 2.656105 -0.03 0.13 0.22
C 0.011888 3.848446 3.712910 -0.32 0.16 -0.11
C 1.241319 3.175979 3.732248 0.27 -0.16 -0.07
C 1.614668 2.383263 2.684497 0.08 0.14 0.22
C 0.756547 2.201189 1.579260 -0.28 -0.03 -0.17
C 1.098131 1.342477 0.495442 -0.54 0.12 -0.14
C 2.432741 0.728415 0.444030 0.30 -0.60 0.12
C 3.579061 1.567710 0.338135 0.40 -0.23 -0.07
C 3.468371 2.951082 0.091939 0.19 0.32 -0.05
C 4.583898 3.730260 -0.077953 -0.58 0.03 0.02
C 5.859175 3.166966 0.010979 0.44 -0.39 0.07
C 6.003523 1.823983 0.249223 0.13 0.30 -0.11
C 4.875879 0.989163 0.388918 -0.30 0.16 0.09
C 4.998141 -0.408961 0.544153 -0.38 -0.35 -0.04
C 3.880346 -1.202178 0.561128 0.68 -0.11 -0.03
C 2.604470 -0.639233 0.507784 -0.64 0.87 -0.13
S 1.171433 -1.775813 0.435254 0.56 0.04 1.47
O 1.763064 -2.998188 -0.150138 0.23 -0.65 -0.56
C 1.130183 -2.062555 2.213830 -0.17 0.05 -0.19
C 0.737559 -1.012309 3.023727 0.24 0.05 0.17
C 0.528629 -1.237359 4.364179 0.34 0.05 -0.11
C 0.677712 -2.511428 4.902342 0.22 -0.02 -0.02
C 0.245247 -2.735244 6.315715 -0.07 0.05 -0.03
C 1.105061 -3.543751 4.080158 0.01 0.11 0.19
C 1.326397 -3.326344 2.729335 0.04 -0.04 -0.42
H 4.934298 3.454486 -5.270301 0.05 -0.01 -0.04
H 4.058073 4.829594 -4.605389 0.05 0.11 -0.01
H 3.468829 4.047600 -6.067612 0.00 0.01 -0.06
H 4.785769 1.866094 -3.471389 0.12 0.00 -0.01
H 3.415129 0.312925 -2.137308 0.10 -0.13 0.02
H -0.120732 2.261652 -3.455001 -0.17 0.01 -0.09
H 1.235402 3.799686 -4.853940 -0.04 0.12 -0.06
H -1.782421 1.485310 -1.270177 -0.13 0.00 -0.01
H -2.383622 3.073955 0.542633 -0.09 -0.04 -0.06
H -1.790924 4.200107 2.633168 -0.13 -0.02 0.04
H -0.262598 4.481215 4.545515 -0.05 0.04 0.03
H 1.891177 3.282165 4.587479 0.11 0.00 0.09
H 2.563190 1.867270 2.703850 0.04 -0.04 0.07
H 2.484072 3.385033 0.012511 -0.08 0.09 -0.02
H 4.476149 4.786242 -0.285069 -0.03 0.05 -0.01
H 6.730880 3.793724 -0.123413 0.07 0.00 0.03
H 6.988755 1.377451 0.306764 0.04 -0.01 -0.01
H 5.986662 -0.844639 0.620272 0.02 -0.04 -0.03
H 3.948171 -2.278195 0.613527 0.04 -0.16 0.02
H 0.562268 -0.039526 2.598976 -0.14 0.06 0.05
H 0.177158 -0.431370 4.988726 -0.09 0.09 0.09
H 0.700682 -2.005632 6.987358 0.02 -0.02 0.07
H 0.473616 -3.740136 6.663389 0.05 -0.09 0.05
H -0.835634 -2.582663 6.324418 -0.03 -0.06 0.14
H 1.228791 -4.538839 4.486604 -0.05 -0.09 0.02
H 1.598689 -4.131612 2.063312 -0.01 -0.10 -0.03
F -3.918354 -3.554263 -7.035939 -0.03 0.07 0.41
C -4.028954 -3.517336 -5.683288 -0.04 0.01 0.20
C -2.943813 -3.169611 -4.883427 -0.07 -0.08 -0.43
F -1.768795 -2.871839 -5.475886 -0.21 -0.04 0.12
C -3.053313 -3.171663 -3.506176 -0.34 -0.17 0.40
F -1.944954 -2.890922 -2.797759 -0.25 -0.09 -0.15
C -4.246684 -3.521672 -2.829327 0.02 -0.06 -0.98
S -4.425720 -3.683329 -1.135718 -0.38 -0.44 0.31
C -5.331569 -3.836098 -3.685445 0.32 0.17 0.41
F -6.522591 -4.172375 -3.151483 0.25 0.04 -0.22
C -5.230371 -3.840863 -5.059687 0.08 0.02 -0.35
F -6.304351 -4.170956 -5.815106 0.22 0.06 0.07
N -1.044924 -5.231475 1.182329 -0.21 -0.13 -0.11
N -0.955004 -4.292156 0.096919 0.50 -0.49 0.12
H -1.386975 -6.133098 0.847433 0.07 0.27 0.09
H -1.743519 -4.864249 1.831656 0.10 -0.06 -0.16
H -1.484148 -4.575828 -0.722683 -0.05 0.07 0.16
H 0.023735 -4.154250 -0.142316 -0.21 -0.23 -0.08
O -2.071072 -1.939948 4.513470 0.09 -0.08 0.13
S -2.777751 -1.378231 3.374847 -0.31 0.11 1.12
O -1.854947 -0.846293 2.337192 -0.25 0.24 0.36
O -3.778121 -0.403095 3.778116 0.03 0.12 -0.11
S -3.763855 -2.960863 2.502766 -0.33 -0.27 0.06
C -4.958181 2.619350 -0.640459 -0.11 0.32 -0.07
C -4.864545 2.172566 0.667850 -0.14 0.12 0.12
C -4.448361 0.877412 0.935807 0.01 0.03 0.01
C -4.125438 -0.014498 -0.086478 -0.10 -0.37 0.12
C -4.292594 0.439827 -1.395648 0.00 -0.11 0.10
C -4.689896 1.739626 -1.676084 0.01 0.06 -0.28
H -5.239183 3.646964 -0.856180 -0.06 -0.04 0.01
H -5.115952 2.839593 1.485560 0.03 0.08 0.07
H -4.348534 0.554222 1.961887 -0.03 0.08 0.14
H -4.101559 -0.230736 -2.226333 0.12 -0.08 -0.13
H -4.784059 2.071066 -2.706114 -0.01 0.01 -0.02
```
Forces are in eV/Å.

Results of the Mulliken charge analysis, in e, for atoms 1 through 2: atom 1 (Pb): 0.758, atom 2 (C): -1.545

Short version: ΔE to the lowest compared entry with this formula, charge and spin = 57.6 11.2 kcal per mole, in the order given.
Short version: largest force on an atom = 3.99 1.87 eV/Å, in the order given.